67
Properties=species:S:1:pos:R:3 method="wB97M-V/def2-TZVPD" total_charge=0 spin_multiplicity=1 mol_weight_g_mol=589.772 e_homo_ev=-8.10 orbital_gap_ev=8.45 total_energy_ev=-76507.1513 e_above_lowest_kj_mol=2.02 largest_force_ev_per_a=1.66 smiles="Cc1cc(C)c(NC(=O)CSc2nc3ccc(NC(=O)CSc4nnnn4Cc4ccccc4)cc3s2)c(C)c1"
C -1.66044 3.46397 5.47850
C -0.81650 2.27722 5.12287
C 0.56113 2.32854 5.27626
C 1.37597 1.24978 4.96437
C 2.86044 1.36014 5.10659
C 0.77429 0.07722 4.50294
N 1.54984 -1.05927 4.17347
C 2.40447 -1.68625 5.00338
O 2.62645 -1.38241 6.15433
C 3.10090 -2.87959 4.34693
S 4.24666 -2.37307 3.01875
C 3.19016 -2.36188 1.65103
N 1.91237 -2.51607 1.70107
C 1.35246 -2.48948 0.45462
C 0.00121 -2.64638 0.15851
C -0.40567 -2.58556 -1.15374
C 0.51225 -2.37511 -2.19363
N -0.00619 -2.33167 -3.48847
C 0.64242 -2.07123 -4.64766
O 1.82884 -1.87395 -4.77786
C -0.30487 -2.04550 -5.84809
S -1.11748 -0.41748 -6.00912
C -2.35875 -0.57502 -4.82370
N -2.62621 -1.60955 -4.04272
N -3.66921 -1.25320 -3.30404
N -4.05527 -0.08328 -3.57943
N -3.26338 0.39594 -4.54212
C -3.33871 1.73370 -5.06114
C -2.04058 2.45790 -4.79858
C -1.32300 3.03379 -5.83646
C -0.11542 3.66067 -5.58263
C 0.38718 3.70518 -4.29388
C -0.32507 3.13058 -3.25439
C -1.53635 2.51226 -3.50457
C 1.86625 -2.22525 -1.91990
C 2.26778 -2.28416 -0.59927
S 3.88232 -2.13939 0.04281
C -0.60889 0.00748 4.32068
C -1.23423 -1.25104 3.79799
C -1.38544 1.11151 4.63186
H -2.70839 3.27767 5.25791
H -1.33726 4.34243 4.92147
H -1.56428 3.68991 6.53978
H 1.01630 3.23759 5.64327
H 3.15852 2.39962 5.21679
H 3.19176 0.80403 5.98354
H 3.36496 0.93573 4.23897
H 1.35262 -1.51103 3.28200
H 2.38610 -3.57321 3.90643
H 3.71907 -3.38149 5.08994
H -0.70716 -2.82340 0.95169
H -1.45211 -2.69985 -1.39591
H -1.02577 -2.41230 -3.53920
H -1.08355 -2.80365 -5.78636
H 0.27592 -2.15680 -6.76291
H -3.54463 1.69169 -6.13511
H -4.17662 2.21395 -4.54834
H -1.70769 2.98841 -6.84465
H 0.43739 4.10608 -6.39567
H 1.33430 4.18466 -4.09879
H 0.06281 3.16163 -2.24743
H -2.09283 2.06535 -2.69212
H 2.57608 -2.06852 -2.71361
H -0.93385 -2.10780 4.40015
H -2.31824 -1.17526 3.81548
H -0.91867 -1.43142 2.77000
H -2.45653 1.05590 4.49714